(1)
Density functional theory data (wB97M-V/def2-TZVPD) for a 2-piece molecular cluster, C3H13N2O overall.

Geometry as XYZ:
```
19
Properties=species:S:1:pos:R:3
C -0.388 -0.642 1.528
C -1.425 -0.585 0.494
C -1.107 -1.302 -0.865
N 0.214 -0.938 -1.380
N 0.769 0.264 1.171
H -0.009 -1.727 1.415
H -0.830 -0.515 2.562
H -1.673 0.421 0.298
H -2.417 -1.091 0.760
H -1.169 -2.364 -0.596
H -1.879 -1.150 -1.705
H 0.158 -0.230 -2.063
H 0.849 -1.806 -1.648
H 1.402 0.415 1.942
H 1.174 -0.196 0.286
H 0.408 1.271 0.883
H 2.253 2.793 -1.184
H 0.780 3.283 -0.814
O 1.448 2.600 -0.701
```

HOMO, Ha: -0.4974
Total charge: +1

Results of the Mulliken charge analysis, in e, for atoms 1 through 6: atom 1 (C): -0.598, atom 2 (C): -0.604, atom 3 (C): -0.658, atom 4 (N): -0.530, atom 5 (N): -0.261, atom 6 (H): 0.309



(2)
Density functional theory data (wB97M-V/def2-TZVPD) for a 2-piece molecular cluster, C3H13N2O overall.

Geometry as XYZ:
```
19
Properties=species:S:1:pos:R:3
C 1.414 1.177 0.586
N 1.630 0.020 1.574
C 0.559 0.774 -0.611
N -0.363 -0.207 -0.099
C -1.635 0.391 0.502
H 2.462 1.224 0.128
H 1.282 2.103 1.213
H 2.567 -0.405 1.483
H 1.538 0.482 2.602
H 1.266 0.255 -1.232
H -0.019 1.625 -1.105
H -0.540 -0.798 -0.933
H 0.002 -0.821 0.614
H -1.540 1.400 0.873
H -1.841 -0.120 1.496
H -2.521 0.351 -0.260
H -1.078 -2.135 -2.938
H -1.876 -3.108 -1.924
O -1.309 -2.207 -1.967
```

HOMO, Ha: -0.5115
Total charge: +1

Results of the Mulliken charge analysis, in e, for atoms 1 through 6: atom 1 (C): -0.447, atom 2 (N): -0.621, atom 3 (C): -0.705, atom 4 (N): 0.030, atom 5 (C): -0.865, atom 6 (H): 0.312



Here is how they stack up, most stable first: (1), (2).



(1)
Density functional theory data (wB97M-V/def2-TZVPD) for a 2-piece molecular cluster, C3H13N2O overall.

Geometry as XYZ:
```
19
Properties=species:S:1:pos:R:3
N 1.212 0.531 -0.865
C -0.132 1.175 -1.250
C -1.225 0.715 -0.279
N -0.739 -0.253 0.719
C -1.089 0.098 2.096
H 1.849 0.443 -1.633
H 1.617 1.093 -0.124
H 1.040 -0.436 -0.599
H 0.100 2.228 -1.128
H -0.264 0.895 -2.288
H -1.707 1.552 0.221
H -2.071 0.292 -0.828
H -1.177 -1.101 0.540
H -2.144 -0.010 2.356
H -0.876 1.128 2.393
H -0.467 -0.504 2.757
H 2.573 -2.562 -0.204
H 1.536 -3.072 -1.003
O 1.966 -2.212 -0.879
```

HOMO, Ha: -0.4946
Total charge: +1

Results of the Mulliken charge analysis, in e, for atoms 1 through 6: atom 1 (N): -0.270, atom 2 (C): -0.605, atom 3 (C): -0.446, atom 4 (N): -0.348, atom 5 (C): -1.049, atom 6 (H): 0.347



(2)
Density functional theory data (wB97M-V/def2-TZVPD) for a 2-piece molecular cluster, C3H13N2O overall.

Geometry as XYZ:
```
19
Properties=species:S:1:pos:R:3
C 0.650 1.248 -0.363
C 0.303 0.576 -1.683
C -0.839 -0.474 -1.564
N -0.593 -1.649 -0.703
N 1.074 0.155 0.665
H -0.175 1.958 0.068
H 1.536 1.956 -0.498
H 1.061 0.090 -2.057
H 0.127 1.281 -2.494
H -1.749 0.098 -1.185
H -0.918 -0.911 -2.636
H 0.046 -2.169 -1.338
H -1.492 -2.194 -0.587
H 0.518 -0.770 0.048
H 2.064 -0.044 0.615
H 0.795 0.395 1.620
H 0.078 0.310 3.685
H -1.011 -0.555 2.813
O -0.617 0.364 2.984
```

HOMO, Ha: -0.5283
Total charge: +1

Results of the Mulliken charge analysis, in e, for atoms 1 through 6: atom 1 (C): -0.398, atom 2 (C): -1.068, atom 3 (C): -0.493, atom 4 (N): -0.642, atom 5 (N): -0.275, atom 6 (H): 0.305



Here is how they stack up, most stable first: (1), (2).



(1)
Density functional theory data (wB97M-V/def2-TZVPD) for C3H13N2O as an isolated structure.

Geometry as XYZ:
```
19
Properties=species:S:1:pos:R:3
C -0.674 1.023 -0.296
C -1.675 0.462 -1.279
C -1.457 -1.009 -1.609
N -1.099 -1.845 -0.371
N -0.463 0.099 0.834
H 0.276 1.122 -0.804
H -1.019 2.011 0.001
H -1.607 0.880 -2.285
H -2.690 0.557 -0.873
H -0.623 -1.105 -2.262
H -2.333 -1.457 -2.034
H -0.331 -2.467 -0.592
H -0.720 -1.135 0.340
H -1.896 -2.441 -0.126
H 0.386 0.385 1.342
H -1.174 0.243 1.521
H 6.356 1.930 2.646
H 4.991 1.305 2.637
O 5.752 1.443 3.210
```

HOMO, Ha: -0.4959
Total charge: +1

Results of the Mulliken charge analysis, in e, for atoms 1 through 6: atom 1 (C): -0.612, atom 2 (C): -0.491, atom 3 (C): -0.669, atom 4 (N): -0.307, atom 5 (N): -0.550, atom 6 (H): 0.365



(2)
Density functional theory data (wB97M-V/def2-TZVPD) for a 2-piece molecular cluster, C3H13N2O overall.

Geometry as XYZ:
```
19
Properties=species:S:1:pos:R:3
C -0.858 0.838 -0.657
N -0.428 2.053 -1.404
C 0.178 -0.343 -0.703
N 1.092 0.231 0.362
C 1.903 -0.826 0.942
H -1.179 1.308 0.272
H -1.790 0.460 -1.140
H 0.072 1.696 -2.218
H -1.216 2.639 -1.655
H -0.270 -1.213 -0.312
H 0.687 -0.516 -1.657
H 0.769 1.054 1.011
H 1.674 1.019 -0.084
H 1.812 -1.864 0.581
H 3.036 -0.662 1.051
H 1.580 -1.061 1.963
H -2.683 -1.330 0.589
H -2.392 -2.077 1.809
O -1.986 -1.406 1.250
```

HOMO, Ha: -0.4941
Total charge: +1

Results of the Mulliken charge analysis, in e, for atoms 1 through 6: atom 1 (C): -0.744, atom 2 (N): -0.578, atom 3 (C): -0.562, atom 4 (N): -0.250, atom 5 (C): -0.878, atom 6 (H): 0.394



(3)
Density functional theory data (wB97M-V/def2-TZVPD) for a 2-piece molecular cluster, C3H13N2O overall.

Geometry as XYZ:
```
19
Properties=species:S:1:pos:R:3
C -0.443 1.515 0.177
C -0.972 0.141 -0.583
C -0.538 -1.125 0.073
N -0.829 -1.065 1.528
N 0.647 1.108 1.102
H -1.224 2.035 0.715
H -0.140 2.193 -0.734
H -2.088 0.376 -0.457
H -0.664 0.180 -1.649
H -1.131 -2.051 -0.413
H 0.496 -1.428 -0.333
H -1.711 -0.265 1.724
H -0.075 -0.563 2.007
H -1.018 -1.985 2.025
H 1.004 1.912 1.604
H 1.519 0.854 0.488
H 2.333 -1.185 -2.382
H 1.830 0.314 -2.543
O 1.733 -0.484 -2.057
```

HOMO, Ha: -0.5086
Total charge: +1

Results of the Mulliken charge analysis, in e, for atoms 1 through 6: atom 1 (C): -0.653, atom 2 (C): -0.629, atom 3 (C): -0.467, atom 4 (N): -0.334, atom 5 (N): -0.594, atom 6 (H): 0.458



Here is how they stack up, most stable first: (1), (3), (2).



(1)
Density functional theory data (wB97M-V/def2-TZVPD) for C4H6N4O in the gas phase.

Geometry as XYZ:
```
15
Properties=species:S:1:pos:R:3
H -2.857 1.657 1.282
N -2.001 1.724 0.726
C -1.458 0.578 0.669
N -0.192 0.416 0.021
C 0.586 1.627 -0.226
C 0.383 -0.815 -0.240
C -0.291 -2.075 0.165
N -0.802 -3.074 0.426
N 1.527 -0.915 -0.821
O 1.878 -2.275 -0.880
H -1.855 -0.318 1.168
H 1.020 1.503 -1.239
H -0.040 2.513 -0.240
H 1.366 1.761 0.545
H 2.735 -2.308 -1.356
```

HOMO, Ha: -0.3340

Results of the Mulliken charge analysis, in e, for atoms 1 through 6: atom 1 (H): 0.265, atom 2 (N): -0.595, atom 3 (C): 0.003, atom 4 (N): -0.011, atom 5 (C): -0.933, atom 6 (C): 0.771



(2)
Density functional theory data (wB97M-V/def2-TZVPD) for C4H6N4O in the gas phase.

Geometry as XYZ:
```
15
Properties=species:S:1:pos:R:3
H 0.194 -0.526 -2.235
N 0.469 0.391 -2.669
N 0.271 1.276 -1.799
C -0.099 0.904 -0.495
C -0.415 1.797 0.459
N -0.575 1.138 1.628
C -0.400 -0.225 1.419
O -0.476 -1.170 2.250
N 0.024 -0.340 0.139
C 0.464 -1.655 -0.347
H -0.507 2.874 0.369
H -0.666 1.494 2.541
H -0.115 -1.991 -1.167
H 0.281 -2.342 0.507
H 1.551 -1.624 -0.601
```

HOMO, Ha: -0.3123

Results of the Mulliken charge analysis, in e, for atoms 1 through 6: atom 1 (H): 0.250, atom 2 (N): -0.556, atom 3 (N): -0.150, atom 4 (C): 0.281, atom 5 (C): -0.140, atom 6 (N): -0.050



Here is how they stack up, most stable first: (2), (1).



(1)
Density functional theory data (wB97M-V/def2-TZVPD) for C3H4O3 as an isolated structure.

Geometry as XYZ:
```
10
Properties=species:S:1:pos:R:3
O -0.345 0.215 -2.071
C -0.079 0.497 -0.788
O 1.146 0.936 -0.368
C 0.670 -0.356 0.156
C -0.447 0.009 1.104
O -1.103 0.820 0.087
H -0.109 -0.698 -1.800
H 1.430 -1.135 0.236
H -1.099 -0.826 1.376
H -0.140 0.611 1.951
```

HOMO, Ha: -0.3698

Results of the Mulliken charge analysis, in e, for atoms 1 through 6: atom 1 (O): -0.513, atom 2 (C): 0.778, atom 3 (O): -0.437, atom 4 (C): -0.454, atom 5 (C): -0.336, atom 6 (O): -0.416



(2)
Density functional theory data (wB97M-V/def2-TZVPD) for C3H4O3 in the gas phase.

Geometry as XYZ:
```
10
Properties=species:S:1:pos:R:3
C -0.689 1.369 -0.374
C -0.315 0.042 0.150
O -1.091 -0.708 1.020
O -0.182 -1.788 1.005
C 0.601 -0.941 -0.048
O 1.894 -1.098 -0.253
H -0.329 1.503 -1.392
H -1.779 1.453 -0.368
H -0.277 2.160 0.253
H 2.166 -1.991 0.007
```

HOMO, Ha: -0.3086

Results of the Mulliken charge analysis, in e, for atoms 1 through 6: atom 1 (C): -1.065, atom 2 (C): 0.408, atom 3 (O): -0.216, atom 4 (O): -0.224, atom 5 (C): 0.307, atom 6 (O): -0.459



(3)
Density functional theory data (wB97M-V/def2-TZVPD) for C3H4O3 in the gas phase.

Geometry as XYZ:
```
10
Properties=species:S:1:pos:R:3
C 1.223 1.119 0.574
O -0.135 1.460 0.204
C -0.989 0.590 -0.240
O -0.410 -0.644 -0.198
C -1.242 -1.649 -0.654
O -1.010 -2.792 -0.423
H 1.626 2.024 1.028
H 1.240 0.285 1.276
H 1.780 0.859 -0.329
H -2.084 -1.252 -1.237
```

HOMO, Ha: -0.3634

Results of the Mulliken charge analysis, in e, for atoms 1 through 6: atom 1 (C): -0.569, atom 2 (O): -0.058, atom 3 (C): -0.238, atom 4 (O): -0.138, atom 5 (C): 0.291, atom 6 (O): -0.424



Here is how they stack up, most stable first: (3), (1), (2).